109
Properties=species:S:1:pos:R:3:forces:R:3 method="wB97M-V/def2-TZVPD" lumo_energy_ev=0.17 spin_multiplicity=1 smiles="COC[C@H](C)N.COC[C@H](C)N.COC[C@H](C)N.COC[C@H](C)N.COC[C@H](C)N.NC(N)=O.NC(N)=O.NC(N)=O" total_charge=0
O 1.928661 -1.377741 -2.401079 0.15 0.09 -0.05
O -1.109605 -1.701681 2.894478 0.40 -0.38 -0.29
O 0.538192 0.828816 0.351174 -0.18 0.08 -0.56
O -1.440321 -0.470863 -5.414028 0.14 -0.41 -0.44
O 5.690605 -2.739915 2.794906 -0.15 -0.23 0.24
O -1.644222 4.333897 -1.700811 0.39 1.30 -1.08
O -1.468276 4.080771 4.832448 0.11 -0.21 -0.28
O -5.169647 1.569339 2.845538 0.28 0.48 -0.26
N -1.492792 -3.358600 -4.420038 0.58 -0.01 -0.09
N 3.110031 -4.097024 -2.642796 -0.15 -0.04 0.08
N -3.873549 0.012719 0.769507 -0.32 -0.15 0.39
N -0.333552 1.158838 -1.728456 0.48 0.27 0.48
N 0.861251 -2.181677 1.852781 -0.16 1.03 -0.33
N -3.311541 5.092522 -3.006319 -0.29 1.22 -1.08
N -0.183456 -3.756448 3.139018 -1.18 -0.25 0.44
N 0.556180 1.375200 3.302252 -0.03 -0.84 -0.41
N -1.201922 4.981804 -3.875828 -0.33 0.29 1.24
N 5.062086 0.082847 3.406260 0.99 -0.67 -0.83
N -1.143255 2.343056 0.053810 1.13 0.28 -0.42
C 3.175579 -0.763624 -2.623026 0.54 -0.35 -0.07
C 3.608718 0.091609 1.470105 0.88 -1.06 -0.75
C -0.323922 -1.163251 -4.849740 -1.12 0.57 0.80
C 1.856442 -3.792974 -1.965895 0.18 0.58 0.30
C -1.173537 0.861478 -5.700745 -0.61 1.29 0.20
C -0.363023 -2.659271 -5.097432 -0.07 -0.81 0.31
C -3.731600 1.930894 -0.661947 -0.43 0.70 0.30
C 5.212182 -1.869834 1.793353 -0.16 0.17 0.38
C -1.997933 4.871462 -2.757779 -0.06 -2.50 0.48
C -0.211267 -2.496472 2.626598 0.48 0.45 0.18
C -0.582681 1.921423 4.049981 0.41 -0.60 0.17
C -0.491513 1.324675 5.477743 0.15 0.40 -0.85
C 4.325263 -0.817002 2.472215 -0.02 1.93 0.82
C -0.436490 -3.040794 -6.577188 -0.12 1.65 0.28
C 7.050796 -3.172360 2.725665 -1.27 0.17 -0.64
C -0.234651 1.443597 -0.401308 -0.06 -0.74 0.92
C 1.877265 -2.383065 -1.395826 -0.86 0.27 0.12
C -5.115172 1.991330 1.500808 0.10 -0.12 -0.83
C -3.857057 1.475108 0.802044 -0.14 -0.34 -0.20
C -0.529657 3.439150 3.956441 -0.82 0.03 0.56
C -6.063681 2.340469 3.638753 0.68 -1.01 -0.08
C 1.603771 -4.813632 -0.867739 -0.10 -0.96 0.06
C -2.786838 3.714223 4.514022 -0.73 0.60 0.24
H 2.101958 -5.774712 -1.037546 -0.03 0.10 -0.62
H 6.976968 -4.200454 3.073982 0.75 0.04 0.18
H -1.143459 2.458222 1.051827 0.15 0.41 -0.09
H -0.426332 -1.005391 -3.769134 0.34 -0.16 0.12
H 0.549792 -3.026359 -4.609279 0.35 0.11 -0.46
H 4.326347 0.436291 0.713619 0.07 0.03 0.02
H -4.035817 5.036802 -2.315016 0.36 -0.06 0.41
H 2.012120 -4.596013 0.122843 -0.31 0.65 -0.03
H 3.557528 -1.193477 3.153937 0.03 -0.94 -0.49
H -3.067418 3.983475 3.488594 0.34 -0.40 -0.35
H -3.012840 2.669234 4.726723 0.05 -0.09 -0.22
H 3.252664 -3.452718 -3.412138 0.00 -0.19 -0.12
H 4.645060 -2.387229 1.005994 -0.09 -0.34 0.19
H 7.687852 -2.512725 3.316560 0.11 -0.24 0.16
H 0.477748 -2.672306 -7.046781 0.04 -0.53 -0.30
H 3.016621 -5.038524 -3.007942 0.32 0.10 -0.24
H 6.084631 -1.457100 1.270276 -0.22 0.62 0.07
H -3.492109 4.315746 5.093113 0.33 0.04 0.42
H -1.607332 5.337264 -4.715689 0.31 0.02 -0.34
H -1.409646 1.491935 6.037201 0.12 0.09 0.19
H 0.391455 1.713095 5.984967 -0.15 0.19 0.17
H 0.989745 -3.767839 -2.641781 0.07 -0.36 -0.13
H -1.422212 3.091171 -0.597157 0.09 -0.39 0.95
H -2.100822 1.405514 -5.908269 -0.24 -0.57 -0.36
H 5.782553 0.500765 2.811493 -0.04 0.37 0.30
H 0.882847 -1.237875 1.485748 -0.04 -0.08 -0.12
H 0.451330 3.834103 4.208029 0.09 -0.13 0.07
H -0.229950 4.749669 -3.790267 0.02 0.13 -0.11
H 3.888337 -1.469055 -3.067962 0.01 0.12 -0.12
H 0.520921 1.505042 2.287006 -0.13 0.63 0.22
H -0.785798 3.736302 2.932953 0.18 0.07 -0.21
H -4.220308 -0.332113 1.659662 0.13 -0.06 -0.01
H -5.999077 1.619002 0.968959 -0.09 -0.04 -0.09
H -1.316633 -3.397289 -3.416376 -0.15 0.39 -0.01
H -0.829184 1.464949 -4.846441 0.61 -0.46 0.17
H 2.641394 -2.274761 -0.617926 0.23 0.15 -0.25
H 1.574306 -2.815475 1.553564 -0.04 -0.25 0.13
H -0.516487 1.024389 -6.559904 0.25 -0.21 0.06
H -4.642599 1.741614 -1.229114 -0.03 -0.44 0.04
H 2.926352 -0.572828 0.935885 -0.45 0.62 -0.11
H -2.932904 -0.352819 0.674155 0.04 0.02 0.00
H -2.863890 1.431793 -1.090366 -0.55 -0.20 -0.17
H -7.092792 2.189710 3.303853 -0.09 0.21 0.05
H 5.608514 -0.515514 4.027635 -0.20 0.07 0.13
H -5.913059 1.898116 4.622184 -0.39 0.36 0.22
H -1.309354 -4.320701 -4.698400 -0.55 -0.10 0.04
H 7.378783 -3.152358 1.682324 0.21 -0.16 0.06
H -0.926092 -3.879906 3.810693 0.25 -0.37 -0.01
H 0.902531 -2.173449 -0.943858 0.11 -0.37 0.37
H 3.650790 -0.401537 -1.704938 -0.29 0.12 0.08
H -5.115036 3.082120 1.394555 -0.02 0.16 0.32
H -1.066984 1.606649 -2.241982 0.08 -0.25 -0.49
H -1.523823 1.552314 3.622606 -0.12 0.17 -0.05
H -0.326424 0.252330 5.365762 -0.21 -0.06 0.03
H -0.695767 -4.073520 -6.789026 0.44 -0.15 0.13
H 3.163338 0.985264 1.893120 -0.39 -0.34 0.28
H 0.283079 0.436298 -2.061683 -0.14 0.01 -0.38
H 0.540174 -5.053539 -0.841609 0.01 0.18 0.52
H -3.480922 5.732479 -3.766154 -0.47 -0.09 0.06
H 0.605250 -0.667625 -5.142223 0.17 -0.38 -0.31
H -3.538250 3.004660 -0.771460 -0.02 -0.08 0.27
H -5.778225 3.394738 3.639470 -0.13 0.08 -0.02
H 0.378553 0.367829 3.301820 0.34 0.00 0.32
H 0.609706 -4.364133 3.160847 0.20 0.10 -0.02
H -1.243998 -2.423755 -6.980622 -0.05 -0.16 -0.15
H -2.991985 1.840195 1.367963 -0.29 0.08 0.05
H 3.012439 0.065001 -3.310848 0.02 0.01 0.06